*one*
The following is a DFT calculation (wB97M-V/def2-TZVPD) of 2 unconnected molecules or ions with the total composition C3H6O3.

ORCA input file:
```
! RIJCOSX wB97M-V def2-TZVPD def2/J DEFGRID3
* xyz 0 1
O -1.1556 1.2038 0.7656
C -1.0569 -0.1474 0.4166
C 0.4102 -0.7319 0.5109
O 0.7140 -0.4027 -1.9438
C 1.0252 0.4888 -1.2411
O 1.1361 1.5941 -0.8307
H -0.5812 1.6923 0.1598
H -1.5593 -0.3647 -0.5438
H -1.6410 -0.6931 1.1815
H 0.3735 -1.7895 0.2227
H 0.7838 -0.5043 1.4909
H 1.5251 -0.3256 -0.0331
*
```

Results
HOMO level: -10.65 eV
HOMO-LUMO gap: 11.17 eV
Lowest unoccupied orbital energy: 0.52 eV

---

*two*
The following is a DFT calculation (wB97M-V/def2-TZVPD) of a single C3H6O3 molecule.

ORCA input file:
```
! RIJCOSX wB97M-V def2-TZVPD def2/J DEFGRID3
* xyz 0 1
O -0.5807 -1.0832 -1.3035
C 0.5525 -0.9793 -0.4679
C 0.4668 0.2668 0.4050
O 0.7293 1.3980 -0.3816
C -0.9325 0.3716 0.9853
O -1.5858 1.3810 0.8510
H -0.6167 -0.2692 -1.8250
H 1.4870 -0.9296 -1.0442
H 0.5758 -1.8831 0.1491
H 1.1808 0.1836 1.2444
H 0.0467 2.0496 -0.1441
H -1.3232 -0.5064 1.5315
*
```

Results
HOMO level: -10.49 eV
HOMO-LUMO gap: 11.28 eV
Lowest unoccupied orbital energy: 0.80 eV

---

*three*
The following is a DFT calculation (wB97M-V/def2-TZVPD) of 3 unconnected molecules or ions with the total composition C3H6O3.

ORCA input file:
```
! RIJCOSX wB97M-V def2-TZVPD def2/J DEFGRID3
* xyz 0 1
C 3.0275 -0.0749 -0.5222
C 2.1430 0.8137 -0.1289
C -3.3644 0.4401 0.2970
O 0.3141 -0.8061 -0.0347
O -3.3781 -0.6750 -0.1379
O 1.3171 1.6479 -0.0303
H 3.9907 0.2172 -0.1033
H 2.7958 -1.0791 -0.8068
H -4.0875 1.3148 -0.0456
H -2.7691 0.6626 1.2678
H -0.6331 -0.8059 0.2135
H 0.6442 -1.6553 0.0313
*
```

Results
HOMO level: -8.97 eV
HOMO-LUMO gap: 9.54 eV
Lowest unoccupied orbital energy: 0.56 eV

---

*four*
The following is a DFT calculation (wB97M-V/def2-TZVPD) of a single C3H6O3 molecule.

ORCA input file:
```
! RIJCOSX wB97M-V def2-TZVPD def2/J DEFGRID3
* xyz 0 1
C 1.8583 -0.0090 -0.0527
C -0.5337 -0.5269 -0.0170
C -1.9783 0.0852 -0.0731
H 2.4958 0.9529 -0.2723
H 2.1080 -0.2732 1.0767
H 1.9693 -0.9105 -0.7640
H -0.2363 -1.2296 -0.7735
H -0.4879 -1.0406 1.0684
H -0.8452 1.5352 0.0072
O 0.4945 0.5293 -0.1174
O -1.8046 1.4185 -0.0129
O -3.0399 -0.5312 -0.0693
*
```

Results
HOMO level: -10.57 eV
HOMO-LUMO gap: 11.18 eV
Lowest unoccupied orbital energy: 0.61 eV

---

Stability check: which of them is most stable? *two*.

---

*one*
The following is a DFT calculation (wB97M-V/def2-TZVPD) of a gas-phase ion, C4H11N2O2 (charge +1).

ORCA input file:
```
! RIJCOSX wB97M-V def2-TZVPD def2/J DEFGRID3
* xyz 1 1
N 0.1160 1.6042 0.9386
C 0.7319 0.2717 1.3841
C 1.6163 -0.2272 0.2593
N 0.8352 -0.2131 -0.9691
C -0.3016 -1.1221 -1.0228
C -1.5876 -0.3592 -0.8174
O -2.5860 -0.9852 -1.4262
O -1.7210 0.6399 -0.1601
H 0.7342 1.9871 0.2299
H -0.7573 1.3540 0.4173
H 0.0390 2.2819 1.6649
H -0.1318 -0.2806 1.5658
H 1.2668 0.4489 2.3198
H 1.9241 -1.2278 0.5358
H 2.4941 0.4167 0.1260
H 1.3801 -0.4073 -1.7556
H -0.3144 -1.6883 -1.9333
H -0.3419 -1.8694 -0.2268
H -3.3961 -0.6241 -1.1300
*
```

Results
HOMO level: -13.90 eV
HOMO-LUMO gap: 11.13 eV
Lowest unoccupied orbital energy: -2.77 eV

---

*two*
The following is a DFT calculation (wB97M-V/def2-TZVPD) of a gas-phase ion, C4H11N2O2 (charge +1).

ORCA input file:
```
! RIJCOSX wB97M-V def2-TZVPD def2/J DEFGRID3
* xyz 1 1
N 0.5714 1.2916 1.3796
C 1.0338 -0.1229 1.4428
C 1.4399 -0.5770 0.0343
N 0.5940 0.0428 -0.9604
C -0.5883 -0.6365 -1.4685
C -1.8050 -0.0339 -0.7771
O -2.9394 -0.6303 -1.1230
O -1.7580 0.8728 0.0249
H 1.3425 1.9515 1.2886
H -0.0890 1.3396 0.5775
H 0.0879 1.5451 2.2415
H 0.2181 -0.7226 1.7601
H 1.8645 -0.2616 2.1294
H 1.3878 -1.6631 -0.0009
H 2.4976 -0.4423 -0.2022
H 1.1334 0.3457 -1.7571
H -0.6143 -0.5528 -2.5496
H -0.7121 -1.6995 -1.2085
H -3.6646 -0.0466 -0.8313
*
```

Results
HOMO level: -13.87 eV
HOMO-LUMO gap: 10.85 eV
Lowest unoccupied orbital energy: -3.03 eV

---

Stability check: which of them is most stable? *two*.

---

*one*
The following is a DFT calculation (wB97M-V/def2-TZVPD) of a molecular structure, C2H2O2S2.

ORCA input file:
```
! RIJCOSX wB97M-V def2-TZVPD def2/J DEFGRID3
* xyz 0 1
C -2.0768 -0.4002 -0.4153
C -0.8912 -0.6975 -0.4640
O 0.8703 1.3607 -0.6260
O 0.3502 -0.9583 -0.2505
S 3.0022 -0.1799 0.5770
S 1.2073 0.2766 0.2344
H -3.0607 -0.1230 -0.6724
H 0.5987 0.7216 1.6168
*
```

Results
HOMO level: -10.21 eV
HOMO-LUMO gap: 10.09 eV
Lowest unoccupied orbital energy: -0.12 eV

---

*two*
The following is a DFT calculation (wB97M-V/def2-TZVPD) of a molecular structure, C2H2O2S2.

ORCA input file:
```
! RIJCOSX wB97M-V def2-TZVPD def2/J DEFGRID3
* xyz 0 1
C -2.6732 -0.6764 -0.2368
C -0.0454 0.1471 -0.1118
O -5.1648 -1.1001 0.0680
O -4.5525 1.3333 -0.1482
S -1.5672 0.5846 0.2637
S -4.1398 -0.0685 0.0183
H 0.7666 0.8232 0.4738
H 0.0957 -0.8181 -0.6251
*
```

Results
HOMO level (spin up / spin down): -9.31 / -9.31 eV
HOMO-LUMO gap (spin up / spin down): 7.50 / 7.49 eV
Lowest unoccupied orbital energy (spin up / spin down): -1.81 / -1.81 eV

---

*three*
The following is a DFT calculation (wB97M-V/def2-TZVPD) of 2 unconnected molecules or ions with the total composition C2H2O2S2.

ORCA input file:
```
! RIJCOSX wB97M-V def2-TZVPD def2/J DEFGRID3
* xyz 0 1
C -0.0534 0.0049 -0.3427
C -0.1022 -0.4684 -1.5730
O -2.3801 -2.8656 -2.7641
O -0.1459 -0.6638 -2.7367
S -0.5237 -3.5323 -0.7967
S -1.0512 -3.4457 -2.6551
H -0.9787 0.3984 0.1393
H 0.9600 -0.0486 0.2480
*
```

Results
HOMO level: -9.56 eV
HOMO-LUMO gap: 7.79 eV
Lowest unoccupied orbital energy: -1.78 eV

---

Stability check: which of them is most stable? *three*.

---

*one*
The following is a DFT calculation (wB97M-V/def2-TZVPD) of 2 unconnected molecules or ions with the total composition C3H12N2O2.

ORCA input file:
```
! RIJCOSX wB97M-V def2-TZVPD def2/J DEFGRID3
* xyz 0 1
C 0.8723 -0.3478 -0.7138
N 0.5187 0.4755 0.4278
C -0.4779 0.2845 1.3629
O -1.5563 1.3143 1.3105
C 1.3218 -1.7867 -0.3719
N 0.1721 -2.6412 0.1056
H 1.6464 0.1329 -1.3023
H 0.0049 -0.4576 -1.3728
H 1.3478 0.9514 0.7023
H -1.0121 -0.6573 1.2292
H -0.1955 0.3440 2.4183
H -1.0586 2.0269 0.8696
H 1.5691 -2.2777 -1.3110
H 2.0716 -1.7506 0.4119
H -0.6326 -2.2073 -0.3002
H 0.1682 -2.6771 1.1169
H -2.3779 2.9869 -1.3621
H -0.9701 3.2958 -2.0141
O -1.4118 2.9911 -1.2066
*
```

Results
HOMO level: -8.67 eV
HOMO-LUMO gap: 9.37 eV
Lowest unoccupied orbital energy: 0.70 eV

---

*two*
The following is a DFT calculation (wB97M-V/def2-TZVPD) of 3 unconnected molecules or ions with the total composition C3H12N2O2.

ORCA input file:
```
! RIJCOSX wB97M-V def2-TZVPD def2/J DEFGRID3
* xyz 0 1
C 1.4130 0.0732 1.6552
C 0.6729 0.2007 0.3250
C 0.9743 1.3115 -0.3676
N 0.1853 1.9191 -1.3576
N -0.3662 -0.6469 -0.1162
H 2.4894 -0.0794 1.6064
H 1.1458 0.8717 2.3413
H 1.0869 -0.8443 2.1562
H 1.8622 1.8541 -0.0680
H -0.1630 1.2738 -2.0676
H 0.6622 2.6545 -1.8473
H -1.3182 -0.3317 -0.2367
H -0.1081 -1.4222 -0.6803
H -1.7964 2.2987 0.7798
H -1.2437 1.0513 1.4086
O -1.9787 1.6736 1.4950
H -0.5952 -4.3255 -1.2264
H -1.7244 -3.8839 -2.2724
O -1.1982 -3.6484 -1.5275
*
```

Results
HOMO level: -7.96 eV
HOMO-LUMO gap: 8.68 eV
Lowest unoccupied orbital energy: 0.73 eV

---

Stability check: which of them is most stable? *two*.

---

*one*
The following is a DFT calculation (wB97M-V/def2-TZVPD) of 3 unconnected molecules or ions with the total composition C3H12N2O2.

ORCA input file:
```
! RIJCOSX wB97M-V def2-TZVPD def2/J DEFGRID3
* xyz 0 1
N -0.0918 1.1207 0.7584
C 0.7572 0.0684 0.4219
C 2.1286 0.1874 1.1110
O -1.9515 -1.4631 0.7853
C 0.8109 0.1892 -1.1313
N 1.5272 -0.8482 -1.5938
H -0.9318 1.1179 0.1031
H -0.2688 1.2461 1.7431
H 0.3573 -0.9418 0.6197
H 2.9486 0.0848 0.3974
H 2.3024 1.2056 1.4742
H -2.5615 -2.1525 0.5638
H 1.3013 1.1482 -1.3968
H -0.2476 0.1687 -1.4938
H 1.8490 -0.6773 -2.5453
H 2.2911 -0.4723 1.9565
H -2.0682 -0.6456 0.2005
H -2.9141 1.2546 -0.1533
O -2.2224 0.7234 -0.5646
*
```

Results
HOMO level: -8.59 eV
HOMO-LUMO gap: 4.62 eV
Lowest unoccupied orbital energy: -3.97 eV

---

*two*
The following is a DFT calculation (wB97M-V/def2-TZVPD) of 3 unconnected molecules or ions with the total composition C3H12N2O2.

ORCA input file:
```
! RIJCOSX wB97M-V def2-TZVPD def2/J DEFGRID3
* xyz 0 1
C 1.1254 1.2478 0.7046
C 1.7141 -1.5366 -0.8646
N 0.7206 -2.0798 -0.3321
O 1.6164 1.5106 -0.5867
H 2.2243 2.2554 -0.5446
H -1.0013 -1.0943 -0.3169
H 0.9111 -2.7549 0.4034
H 0.5646 2.0996 1.1062
H 1.9314 0.9946 1.4013
H 2.7630 -1.7256 -0.6155
H 1.5369 -0.7998 -1.6387
C -2.2623 0.5265 -0.5166
N -1.9182 -0.7711 0.0064
O -1.9060 -0.7883 1.4197
H -1.3907 -0.0358 1.7604
H 0.4745 0.3819 0.6114
H -2.1368 0.4896 -1.6004
H -3.3124 0.7299 -0.2832
H -1.6545 1.3502 -0.1143
*
```

Results
HOMO level: -8.58 eV
HOMO-LUMO gap: 9.24 eV
Lowest unoccupied orbital energy: 0.65 eV

---

*three*
The following is a DFT calculation (wB97M-V/def2-TZVPD) of 2 unconnected molecules or ions with the total composition C3H12N2O2.

ORCA input file:
```
! RIJCOSX wB97M-V def2-TZVPD def2/J DEFGRID3
* xyz 0 1
C 0.9362 1.0107 0.6771
C 0.0243 0.5129 1.7978
O -0.7543 -0.6165 1.4756
N 0.2810 1.6064 -0.4822
C -0.1724 0.7466 -1.5523
N -1.4700 0.1383 -1.2955
H 1.5472 0.1907 0.3046
H 1.6032 1.7450 1.1435
H 0.6289 0.3067 2.6880
H -0.6589 1.3237 2.0409
H -0.1653 -1.3233 1.1644
H -0.4984 2.1885 -0.1939
H 0.6068 0.0011 -1.7314
H -0.2296 1.3731 -2.4386
H -1.6923 -0.6048 -1.9413
H -1.5273 -0.1749 -0.3344
H 1.1844 -2.5190 -0.7625
H -0.1691 -3.2208 -0.4755
O 0.5255 -2.6844 -0.0842
*
```

Results
HOMO level: -8.66 eV
HOMO-LUMO gap: 9.09 eV
Lowest unoccupied orbital energy: 0.43 eV

---

*four*
The following is a DFT calculation (wB97M-V/def2-TZVPD) of 2 unconnected molecules or ions with the total composition C3H12N2O2.

ORCA input file:
```
! RIJCOSX wB97M-V def2-TZVPD def2/J DEFGRID3
* xyz 0 1
N -0.8444 -1.5347 -0.0048
C -0.4260 -0.1786 -0.2019
C 0.8560 -0.0469 0.6886
O 1.1851 1.2859 0.9856
C -0.1376 0.1659 -1.6516
N -1.3009 -0.1155 -2.5387
H -0.1575 -2.2532 -0.1144
H -1.8236 -1.7116 -0.0742
H -1.3399 0.4263 0.0246
H 0.7376 -0.7305 1.5314
H 1.6174 -0.5059 0.0288
H 0.6483 1.8892 0.4938
H 0.2207 1.2208 -1.6621
H 0.7198 -0.2977 -2.1411
H -1.8594 0.5992 -2.9981
H -0.8744 -0.4831 -3.3876
H 0.8217 1.3792 3.2511
H 1.3850 0.1899 3.8812
O 0.5722 0.7015 3.8893
*
```

Results
HOMO level: -8.68 eV
HOMO-LUMO gap: 9.48 eV
Lowest unoccupied orbital energy: 0.80 eV

---

Stability check: which of them is most stable? *three*.

---

*one*
The following is a DFT calculation (wB97M-V/def2-TZVPD) of 2 unconnected molecules or ions with the total composition C3H12N2O2.

ORCA input file:
```
! RIJCOSX wB97M-V def2-TZVPD def2/J DEFGRID3
* xyz 0 1
C 1.1730 0.2107 -0.4904
C 0.6339 1.6137 -0.3056
O -0.3433 1.5654 0.8180
N 0.5136 -0.6243 -1.5657
C -0.5013 -1.6093 -1.1632
N -1.6001 -1.0717 -0.4390
H 1.1102 -0.3049 0.4665
H 2.2307 0.0977 -0.7503
H 1.3530 2.2687 0.1977
H 0.1043 2.0364 -1.1574
H -0.4588 2.3406 1.3552
H 0.1208 0.0656 -2.1937
H 0.1422 -2.3995 -0.7443
H -0.8276 -2.1542 -2.0685
H -2.3024 -1.6434 -0.0349
H -1.5317 -0.1615 -0.0364
H 0.7208 -0.3329 3.0691
H -0.3141 0.3157 2.1177
O -0.2231 -0.2127 2.9253
*
```

Results
HOMO level: -8.55 eV
HOMO-LUMO gap: 9.12 eV
Lowest unoccupied orbital energy: 0.57 eV

---

*two*
The following is a DFT calculation (wB97M-V/def2-TZVPD) of 2 unconnected molecules or ions with the total composition C3H12N2O2.

ORCA input file:
```
! RIJCOSX wB97M-V def2-TZVPD def2/J DEFGRID3
* xyz 0 1
C -0.8563 -0.8537 0.4621
N -0.4310 -0.1876 -0.8187
C 0.4283 -0.9592 -1.7550
O 1.7715 -1.2603 -1.0520
C -0.1654 -0.1262 1.7103
N -0.5766 1.0287 2.2983
H -0.4794 -1.8533 0.5605
H -1.9406 -1.0706 0.5903
H -1.2269 0.1026 -1.3498
H -0.1600 -1.6561 -2.3623
H 0.9006 -0.2811 -2.5496
H 2.6499 -1.0713 -1.4915
H -0.1889 -0.9635 2.3841
H 0.9971 -0.2035 1.3517
H -1.6068 0.9817 2.1246
H -0.2992 1.9281 1.9167
H 1.0315 2.6355 -0.7774
H -0.0023 1.4128 -0.6798
O 0.1544 2.3970 -0.5625
*
```

Results
HOMO level: -8.75 eV
HOMO-LUMO gap: 9.34 eV
Lowest unoccupied orbital energy: 0.59 eV

---

*three*
The following is a DFT calculation (wB97M-V/def2-TZVPD) of 3 unconnected molecules or ions with the total composition C3H12N2O2.

ORCA input file:
```
! RIJCOSX wB97M-V def2-TZVPD def2/J DEFGRID3
* xyz 0 1
C -1.6938 1.1221 -0.8868
C -0.4596 0.3664 -1.3425
N 0.1834 -0.3037 -0.2219
C 1.5377 -0.5633 -0.2356
N 2.0453 -1.4010 0.5749
H -1.7370 2.1753 -1.1573
H -2.6812 0.6941 -1.0687
H -1.6947 1.1523 0.2099
H 0.2499 1.1032 -1.7300
H -0.5796 -0.3421 -2.1631
H -0.1767 -0.8610 0.5379
H 2.1023 -0.0189 -0.9970
H 3.0466 -1.3335 0.5166
H -0.3471 -2.7726 1.0802
H -1.6933 -3.2010 1.6980
O -1.2277 -2.4745 1.3239
H 1.1552 2.5610 1.9943
H 0.6070 1.7944 0.7836
O 1.3635 2.3031 1.0837
*
```

Results
HOMO level: -8.82 eV
HOMO-LUMO gap: 9.72 eV
Lowest unoccupied orbital energy: 0.90 eV

---

Stability check: which of them is most stable? *three*.